Entry 1:
Computed, not measured: C3H5NO2 in the gas phase, with ωB97M-V/def2-TZVPD.

* total charge: 0
* frontier orbital gap: 10.46 eV
* SMILES: N[C@@H]1O[C@]12CO2
* energy relative to the best compared isomer or geometry (same formula, charge and spin): 328.8 kJ/mol
* HOMO energy: -9.53 eV
* calculated total energy: -8774.287 eV
* F_max: 0.849 eV Å⁻¹

Last column: natural (NBO) charge in e.
CARTESIAN COORDINATES (ANGSTROEM)
N  1.8281  -0.2362  -0.1743  -0.811
C  0.6418  0.3157  -0.6175  0.207
O  0.0605  1.4578  0.3625  -0.520
C  -0.6001  0.3113  0.0779  0.384
C  -1.5899  -0.5815  0.6252  -0.134
O  -1.8456  0.2575  -0.5274  -0.483
H  1.9768  -0.0417  0.8087  0.392
H  2.6284  0.0062  -0.7411  0.381
H  0.5714  0.4702  -1.6983  0.199
H  -1.5065  -1.6383  0.3773  0.188
H  -2.1649  -0.3211  1.5070  0.197

***

Entry 2:
Computed, not measured: a 20-piece molecular cluster, C8H51N2O21S overall at a distorted geometry, with ωB97M-V/def2-TZVPD.

* total charge: -1
* frontier orbital gap: 6.35 eV
* HOMO energy: -5.25 eV
* calculated total energy: -65932.095 eV
* F_max: 9.708 eV Å⁻¹

Last column: Mulliken charge in e.
CARTESIAN COORDINATES (ANGSTROEM)
C  -1.1728  -0.6375  -3.4987  -0.323
C  0.2179  -1.4351  -3.1249  -0.636
C  0.9216  -0.5576  -1.8905  -0.274
C  1.7212  0.6753  -2.6172  -0.415
C  1.9147  2.0191  -1.6990  -0.281
N  0.9217  2.1756  -0.5689  -0.276
C  1.3983  1.5581  0.7275  0.558
N  2.7256  2.0754  1.2359  -0.342
C  3.6755  1.0484  1.1639  0.171
S  4.4791  -0.4860  1.0718  -0.181
C  0.2324  1.9419  1.8631  -0.264
O  -0.8567  1.1435  2.0261  -0.683
O  0.3156  3.1865  2.6942  -0.581
H  -2.0160  -1.3386  -3.9148  -0.141
H  -1.6136  -0.0138  -2.5812  0.265
H  -0.8648  0.1917  -4.2987  0.166
H  0.9886  -1.3687  -4.0300  0.269
H  0.0777  -2.5679  -2.8616  0.326
H  0.0451  -0.2380  -1.1840  0.265
H  1.6064  -1.2993  -1.2825  0.151
H  2.8193  0.2732  -2.8521  0.154
H  1.1527  0.9454  -3.6316  0.136
H  1.7350  2.9469  -2.4280  0.369
H  3.0410  2.0761  -1.3851  0.094
H  0.6658  3.1881  -0.4210  0.305
H  1.4124  0.3646  0.7101  0.244
O  0.9745  4.4268  5.6410  -0.628
H  1.1131  3.4702  5.7089  0.341
H  0.8568  4.5794  4.6914  0.247
O  4.0473  -0.0556  4.7089  -0.606
H  4.4355  0.3376  3.9129  0.302
H  3.2591  0.4830  4.8753  0.304
O  0.4124  1.5301  6.1915  -0.613
H  -0.4899  1.2477  5.9793  0.298
H  0.9336  0.7158  6.1274  0.311
O  3.8598  -3.7666  3.2456  -0.630
H  3.9678  -3.2074  2.4616  0.310
H  3.9683  -3.1528  3.9875  0.313
O  -3.0573  -0.5641  -5.8465  -0.536
H  -3.5503  -1.3741  -6.0458  0.317
H  -3.3149  0.0466  -6.5534  0.238
O  -2.4025  4.6056  5.3665  -0.690
H  -1.5557  5.0742  5.4146  0.274
H  -2.2640  3.9427  4.6735  0.340
O  2.8066  4.8045  -1.9153  -0.630
H  3.7406  4.6244  -2.0998  0.311
H  2.7533  4.7956  -0.9478  0.289
O  2.3143  6.1842  3.2482  -0.581
H  2.4313  5.2791  3.5741  0.339
H  1.8319  6.6290  3.9613  0.279
O  4.8794  -6.6067  2.4129  -0.646
H  4.3171  -5.8182  2.4428  0.322
H  5.6638  -6.3542  2.9228  0.321
O  6.0800  -8.9745  4.5496  -0.633
H  5.7081  -8.2750  3.9916  0.309
H  6.7191  -9.4191  3.9727  0.325
O  4.5545  -9.6642  1.1314  -0.640
H  3.8092  -9.5067  0.5325  0.306
H  4.7665  -8.7843  1.4775  0.335
O  1.4423  5.6998  0.5416  -0.536
H  0.8799  6.4884  0.5715  0.222
H  2.2266  5.9524  1.0515  0.306
O  -5.1012  2.8410  4.1897  -0.624
H  -4.2667  3.1972  4.5297  0.263
H  -5.1781  3.2292  3.3052  0.354
O  -7.3000  3.7500  1.6198  -0.661
H  -7.1830  2.8450  1.9457  0.322
H  -7.7824  4.1948  2.3329  0.330
O  -2.9011  -2.9422  -7.1169  -0.630
H  -2.0544  -2.4736  -7.0687  0.322
H  -2.7626  -3.6052  -7.8099  0.297
O  -3.6229  -2.9695  -3.3117  -0.611
H  -4.1160  -3.7794  -3.5110  0.296
H  -3.8805  -2.3588  -4.0186  0.294
O  -4.5322  -5.1815  -8.2172  -0.653
H  -4.4152  -6.0865  -7.8914  0.319
H  -5.0146  -4.7366  -7.5042  0.333
O  -6.5408  -5.4425  -10.6730  -0.648
H  -7.1032  -4.6540  -10.6431  0.307
H  -5.7565  -5.1900  -10.1631  0.339
O  -5.0445  5.8345  5.7131  -0.610
H  -4.1671  5.4764  5.5111  0.393
H  -4.9387  6.7910  5.5996  0.299

***

Entry 3:
Computed, not measured: an isolated ion of composition C7H9F5N3 and charge +1 at a distorted geometry, with ωB97M-V/def2-TZVPD.

* total charge: +1
* frontier orbital gap: 9.83 eV
* SMILES: FC(F)(F)C(F)(F)CCCc1[nH]nc[nH+]1
* HOMO energy: -14.48 eV
* calculated total energy: -25448.815 eV
* F_max: 8.181 eV Å⁻¹

Last column: natural (NBO) charge in e.
CARTESIAN COORDINATES (ANGSTROEM)
F  1.0533  -2.3033  -1.0430  -0.319
C  1.6971  -1.5403  0.0779  0.923
F  0.9186  -1.5305  1.3319  -0.323
F  2.9636  -2.3064  0.3825  -0.304
C  2.1229  -0.0806  -0.5171  0.632
F  1.5305  0.0966  -1.8963  -0.355
F  3.6108  -0.1665  -0.7784  -0.323
C  1.9200  1.1966  0.4693  -0.493
C  0.3979  1.5534  0.9211  -0.423
C  -0.7248  1.5866  -0.2678  -0.475
C  -1.6193  0.1765  -0.3651  0.469
N  -1.8638  -0.6999  -1.5931  -0.343
N  -2.7020  -1.7588  -1.2195  -0.165
C  -3.0638  -1.6890  0.2489  0.168
N  -2.3460  -0.4583  0.8071  -0.566
H  2.5661  0.9917  1.4516  0.286
H  2.3989  2.1748  -0.0129  0.279
H  0.0247  0.8489  1.8020  0.228
H  0.4268  2.6541  1.3840  0.264
H  -0.2568  1.8319  -1.3120  0.281
H  -1.5205  2.4305  -0.0013  0.278
H  -1.4304  -0.4779  -2.5294  0.490
H  -3.7607  -2.4276  0.8534  0.309
H  -2.3432  -0.1027  1.8062  0.482

***

Entry 4:
Computed, not measured: C4H10O2 in the gas phase, with ωB97M-V/def2-TZVPD.

* total charge: 0
* frontier orbital gap: 8.22 eV
* energy relative to the best compared isomer or geometry (same formula, charge and spin): 467.3 kJ/mol
* HOMO energy: -7.44 eV
* calculated total energy: -8400.704 eV
* F_max: 0.338 eV Å⁻¹

Last column: natural (NBO) charge in e.
CARTESIAN COORDINATES (ANGSTROEM)
C  -2.1663  -0.9644  -0.1867  -0.247
O  -1.2297  -0.1137  0.4248  -0.597
C  0.0293  -0.7759  0.7144  -0.182
C  1.0553  0.1737  1.2314  -0.328
C  1.8076  1.2100  -0.9337  -0.251
O  0.8789  1.3799  0.1475  -0.534
H  -1.7999  -1.3467  -1.1533  0.161
H  -2.3946  -1.8282  0.4555  0.170
H  -3.0850  -0.3952  -0.3511  0.192
H  0.3398  -1.2807  -0.2197  0.153
H  -0.1215  -1.5581  1.4735  0.198
H  0.6194  0.7113  2.0856  0.142
H  1.7258  2.0687  -1.6043  0.187
H  1.6089  0.2757  -1.4664  0.187
H  2.7855  1.1573  -0.4605  0.226
H  -0.0537  1.2864  -0.1571  0.524

***

Entry 5:
Computed, not measured: C4H5CdLiO3 as an isolated structure at a distorted geometry, with ωB97M-V/def2-TZVPD.

* total charge: +1
* frontier orbital gap (spin up / spin down): 7.37 / 8.25 eV
* energy relative to the best compared isomer or geometry (same formula, charge and spin): 0.0 kJ/mol
* spin multiplicity: 2
* HOMO energy (spin up / spin down): -11.29 / -12.99 eV
* calculated total energy: -15132.723 eV
* F_max: 4.871 eV Å⁻¹

Last column: Löwdin spin population.
CARTESIAN COORDINATES (ANGSTROEM)
Cd  -1.9455  1.7532  0.8664  0.678
O  -0.3527  0.9785  -0.6757  0.106
C  0.2810  1.6516  -1.7826  0.013
H  1.2582  2.0345  -1.4709  0.000
H  0.3911  0.9431  -2.6095  0.000
H  -0.3928  2.4700  -2.0458  0.008
C  -0.4683  -2.0594  1.4771  0.009
C  -0.5213  -0.7951  1.0231  0.013
O  -0.8933  0.2962  1.6615  0.151
C  0.2974  -0.0058  -0.0813  0.010
O  1.3464  -0.4761  -0.4860  0.002
Li  2.0282  -1.6614  0.8910  0.007
H  0.0214  -2.8214  0.8666  0.001
H  -1.0497  -2.3080  2.3661  0.001

***

Entry 6:
Computed, not measured: a 2-piece molecular cluster, C3H8O2S overall at a distorted geometry, with ωB97M-V/def2-TZVPD.

* total charge: +1
* frontier orbital gap (spin up / spin down): 9.29 / 3.97 eV
* energy relative to the best compared isomer or geometry (same formula, charge and spin): 169.9 kJ/mol
* spin multiplicity: 2
* HOMO energy (spin up / spin down): -13.43 / -13.43 eV
* calculated total energy: -18160.420 eV
* F_max: 4.596 eV Å⁻¹

Last column: Löwdin spin population.
CARTESIAN COORDINATES (ANGSTROEM)
C  -0.7149  1.9766  -1.2628  0.056
C  0.6846  1.3083  -1.1692  0.080
S  1.1187  0.4027  -2.6539  0.810
H  -0.5617  3.0082  -1.1898  0.003
H  -1.3717  1.7890  -0.3501  0.005
H  -1.2468  1.6412  -2.1471  0.003
H  1.4565  2.2180  -1.1859  0.002
H  0.8733  0.7148  -0.2970  0.013
H  0.4833  -0.7836  -2.5248  0.028
O  0.2772  -1.8142  3.0045  0.000
C  -0.8547  -1.5047  3.1704  0.000
O  -1.5136  -1.1487  2.0176  0.000
H  -1.3495  -1.5111  4.0765  0.000
H  -0.9820  -0.4973  1.4724  0.000

***

Entry 7:
Computed, not measured: a 2-piece molecular cluster, C4H8O2 overall at a distorted geometry, with ωB97M-V/def2-TZVPD.

* total charge: 0
* frontier orbital gap: 9.81 eV
* energy relative to the best compared isomer or geometry (same formula, charge and spin): 311.2 kJ/mol
* HOMO energy: -8.99 eV
* calculated total energy: -8370.057 eV
* F_max: 1.623 eV Å⁻¹

Last column: natural (NBO) charge in e.
CARTESIAN COORDINATES (ANGSTROEM)
C  -1.9580  0.5213  0.8399  -0.725
C  -0.6998  -0.2892  0.4166  0.494
O  -0.9587  -1.4503  0.1613  -0.591
C  1.2830  0.5977  -1.0354  -0.670
C  1.3348  -0.3367  0.0952  0.200
O  1.4075  -1.6431  -0.1783  -0.724
H  -1.7047  1.2156  1.6370  0.227
H  -2.4801  1.0946  0.0571  0.244
H  -2.6891  -0.2127  1.2160  0.239
H  0.5741  0.2625  -1.7966  0.215
H  1.0494  1.6009  -0.6646  0.215
H  2.1382  -0.0214  0.8004  0.177
H  2.3187  0.5273  -1.3984  0.214
H  0.3847  -1.8665  -0.1502  0.485

***

Entry 8:
Computed, not measured: C2H7ClN2O as an isolated structure at a distorted geometry, with ωB97M-V/def2-TZVPD.

* total charge: 0
* frontier orbital gap: 9.79 eV
* energy relative to the best compared isomer or geometry (same formula, charge and spin): 126.7 kJ/mol
* HOMO energy: -8.91 eV
* calculated total energy: -19733.605 eV
* F_max: 5.787 eV Å⁻¹

Last column: natural (NBO) charge in e.
CARTESIAN COORDINATES (ANGSTROEM)
C  0.2103  0.4651  0.2063  -0.296
C  -1.5579  0.2692  -0.6784  0.016
N  2.1736  -0.6653  0.8037  -0.658
N  0.9039  -0.7680  0.0996  -0.293
O  -2.2953  -0.7727  -0.3321  -0.691
Cl  1.0893  -1.1355  -1.5903  0.050
H  0.7077  1.2855  -0.3111  0.165
H  0.0860  0.5498  1.2311  0.191
H  -1.3055  0.2913  -1.7863  0.155
H  -1.9999  1.1106  -0.3424  0.160
H  2.0109  -1.0806  1.7672  0.377
H  2.4280  0.2838  0.7628  0.341
H  -1.8028  -1.6343  -0.5218  0.484